Entry 1:
The following is a quantum chemistry calculation of a structure of composition C30H28MoN3O9PSSe2, from the OMol25 dataset.

Each line ends with the Löwdin charge.
Geometry (Å):
P: 0.6379 2.3211 -2.0972  0.303
O: 2.1633 -4.3795 4.5955  -0.022
C: 1.7672 3.3974 -2.9807  -0.412
C: -4.5429 0.4947 -0.3373  -0.044
H: -0.4076 0.0147 2.8104  0.115
C: 1.9350 -6.3079 1.9325  -0.107
H: 5.0889 3.9466 -3.2945  0.112
O: 2.8798 -3.3370 0.0212  0.111
C: 1.1430 -6.3844 0.6370  -0.145
H: -2.8073 5.6648 -1.3408  0.120
H: -4.6394 4.2536 -2.2156  0.105
H: 2.2356 -4.5625 3.1934  0.082
O: 4.8423 -1.0934 1.3465  0.164
H: 2.8799 -6.8450 1.9245  0.133
C: 0.2196 -5.1702 0.7441  -0.102
C: -3.3943 -0.2716 -0.3767  -0.034
H: -1.8488 1.1439 -3.1219  0.080
O: -6.2992 2.6435 -1.3383  -0.358
C: -3.3532 2.6384 -2.7582  -0.049
C: 1.1040 -4.0986 1.4113  -0.172
H: -1.0417 -1.4332 0.4815  0.094
C: -2.5853 4.6918 -1.7571  -0.041
H: -0.4912 4.8103 -1.3261  0.109
H: -3.3598 3.1983 1.2955  0.119
C: -1.2914 4.2081 -1.7433  -0.110
C: 2.6707 -0.9894 2.3116  -0.183
C: -3.6169 3.9070 -2.2620  -0.045
H: -1.2874 1.8246 1.2550  0.041
S: -5.9448 2.8399 0.0632  0.404
Se: 0.9744 0.2285 -2.6267  0.409
C: 0.6545 -1.3573 4.0932  0.036
H: 0.2234 4.4258 -4.0725  0.110
H: 3.5042 2.5235 -2.0505  0.098
H: 1.8206 5.8356 -5.3196  0.112
Se: 1.1675 2.3501 0.0633  0.460
C: 1.8618 -3.2882 5.1932  -0.620
C: -3.3571 2.2133 0.8475  -0.036
C: 1.8213 -2.1046 4.2325  -0.078
H: -0.1667 -4.8333 -0.2165  0.124
C: 1.2870 4.3222 -3.9032  -0.068
H: -0.6301 -5.3959 1.3890  0.125
O: 0.9528 -2.1833 0.0132  -0.226
H: -4.1756 2.0301 -3.1091  0.119
Mo: 1.2228 -0.1112 -0.0528  1.220
C: -4.5130 1.7604 0.2384  -0.248
C: -2.1986 1.4434 0.8171  -0.068
N: -0.9941 -0.5652 -0.0484  -0.051
C: 3.1380 3.2548 -2.7620  -0.104
C: -1.0283 2.9284 -2.2459  -0.446
H: 1.3496 -6.6384 2.7899  0.136
H: -3.3964 -1.2384 -0.8704  0.116
H: 0.5498 -3.5144 2.1443  0.147
H: -5.4573 0.1492 -0.8016  0.125
C: 2.1872 5.1137 -4.6026  -0.061
C: 1.7406 -3.1508 0.3928  -0.561
O: 3.1269 -0.4078 0.0658  -0.249
H: 0.5988 -7.3211 0.5379  0.120
C: 3.6872 -0.8281 1.2102  -0.528
N: 2.1933 -4.8474 2.1034  0.062
C: 0.5138 -0.5230 3.0030  -0.077
C: -2.2154 0.2255 0.1702  -0.300
N: 1.4887 -0.3909 2.0918  -0.043
H: 1.8125 -6.2816 -0.2189  0.122
C: 4.0255 4.0502 -3.4621  -0.061
O: -5.4051 4.1604 0.3525  -0.356
H: 3.8366 -2.3412 3.4614  0.152
H: 4.2462 5.6010 -4.9262  0.110
O: -6.9070 2.3320 1.0140  -0.328
C: -2.0581 2.1403 -2.7520  -0.092
C: 2.8827 -1.8385 3.3722  0.077
H: 3.0582 -4.5884 1.6177  0.156
H: -0.1555 -1.4845 4.7987  0.137
H: -1.0462 -0.8603 -1.0226  0.043
O: 1.5738 -3.1001 6.3576  0.080
C: 3.5487 4.9793 -4.3806  -0.061

Calculated values
ΔE to the lowest compared entry with this formula, charge and spin, kJ/mol: 0.0
Calculated total energy, eV: -207138.352
Highest occupied orbital energy (alpha / beta), eV: -8.19 / -8.19
LUMO (alpha / beta), eV: -3.02 / -2.42
Multiplicity: 3

---

Entry 2:
The following is a quantum chemistry calculation of a structure of composition C3H3HgO3 in a non-equilibrium geometry, from the OMol25 dataset.

Each line ends with the Löwdin charge.
Geometry (Å):
Hg: 1.8467 1.6033 0.2045  0.973
C: -4.0288 0.8085 0.5595  -0.111
H: -2.4566 -0.5814 -0.4144  0.037
H: 2.1312 -1.1623 -0.0580  0.329
C: 0.4582 -0.6081 -0.0217  -0.811
O: -0.1974 -1.6487 -0.1094  0.087
O: 1.4539 -0.5659 0.8990  -0.272
O: 1.2694 -0.2516 -1.0196  -0.299
C: -3.1476 0.0746 0.1055  -0.020
H: -3.4431 1.5363 -0.2347  0.087

Calculated values
ΔE to the lowest compared entry with this formula, charge and spin, kJ/mol: 815.0
Calculated total energy, eV: -13466.501
Highest occupied orbital energy (alpha / beta), eV: -9.88 / -9.78
LUMO (alpha / beta), eV: -1.47 / -3.34
Multiplicity: 2

---

Entry 3:
The following is a quantum chemistry calculation of a structure of composition C31H50BrNNiO7PS2Si in a non-equilibrium geometry, from the OMol25 dataset.

Each line ends with the Löwdin charge.
Geometry (Å):
O: -1.2141 0.8297 6.1847  -0.327
C: -2.1154 1.7531 0.2935  -0.128
Si: 1.3067 -2.3909 -2.8622  0.442
H: -5.4675 1.1417 -1.2246  0.104
O: -2.2079 0.6404 3.9017  -0.389
H: -1.5340 7.4859 3.0006  0.067
C: -0.0547 3.7716 5.0958  -0.060
H: 1.8352 0.3433 -1.6446  0.032
C: -1.3645 3.3581 -1.2594  -0.112
H: 1.0111 -3.7436 3.8512  0.043
C: 1.9923 -2.1416 -0.1434  -0.113
H: 3.1634 0.0760 -0.6308  0.101
C: -1.7111 3.3610 3.3727  -0.065
H: 0.4797 3.5486 6.0331  0.118
O: -5.9352 1.8827 -1.6759  0.083
H: -0.0743 7.5789 3.9517  0.059
H: -1.1331 -2.2922 4.8469  0.069
H: 1.7313 1.2592 5.4071  0.103
S: -1.0801 1.1133 4.7598  0.578
H: -2.1131 4.9233 2.0547  0.142
H: -0.2961 -0.2216 -0.9332  0.071
C: 2.5344 -0.9546 -5.0730  -0.097
O: 3.7568 0.1141 4.1614  -0.007
H: -1.9918 1.0936 1.1402  0.070
O: -5.2744 3.7665 -2.7116  0.115
H: -2.4553 -1.6539 -3.2496  0.086
C: -3.6935 2.5957 -1.3651  -0.162
C: -2.6303 3.3858 -1.8389  -0.030
H: 3.0104 -0.9127 -6.0967  0.104
O: -0.5357 -1.1775 1.7365  -0.418
N: 0.1955 0.5296 4.0951  -0.271
C: 3.0444 -3.4416 -4.9263  -0.134
H: -1.2592 0.4247 -3.4016  0.097
H: 1.6310 -0.3461 5.5092  0.117
C: -1.0288 2.5138 -0.1918  -0.672
H: -1.8294 -3.1891 -2.5199  0.067
H: 0.9921 -1.7172 -0.1066  0.024
Ni: 0.3849 0.7301 2.0335  0.519
H: 0.4931 0.4311 -3.4737  0.067
H: -0.8926 -1.9250 -0.6950  0.032
H: -0.0295 -2.1573 -5.8375  0.071
H: 3.3529 -0.6682 -4.4309  0.061
H: -1.2386 -4.8164 2.0965  0.048
C: 2.7206 -0.2647 -1.5954  -0.092
C: -1.3822 -3.8918 1.5520  -0.155
H: 1.4079 -2.0359 3.5878  0.047
O: 2.2484 0.4340 2.5137  -0.144
H: -1.4561 -2.7555 -4.2053  0.043
C: -1.6134 -2.3744 -3.2231  -0.119
H: 2.6279 -4.4611 -4.8129  0.041
H: 1.6601 -3.1696 2.2016  0.029
C: 0.9254 -2.7545 -5.7715  -0.138
C: -0.9351 -1.0755 -1.3269  -0.108
P: -0.6711 -2.4823 2.5208  0.650
H: 1.8187 -0.1904 -5.0047  0.038
H: -1.9767 -0.7450 -1.4805  0.087
C: -1.6904 -2.3348 3.9106  -0.190
C: -0.9839 2.8831 4.4749  -0.231
C: -5.0081 2.8253 -2.0254  -0.490
H: -2.2338 -1.3853 3.8885  0.031
H: 3.7853 -3.4524 -4.1695  0.034
H: -2.4335 -3.1641 3.8986  0.067
C: -3.4172 1.9078 -0.1973  -0.035
C: 0.0455 5.0734 4.7096  -0.062
C: -0.6705 5.5352 3.5907  -0.257
H: -0.9159 -3.9866 0.6014  0.014
H: -0.6658 4.1106 -1.6886  0.112
H: -2.2978 2.6547 2.8793  0.062
C: -1.4748 4.6692 2.9615  -0.069
S: 0.6143 2.2501 0.3625  0.657
C: -0.4454 -1.4628 -2.7313  -0.595
H: 3.4041 0.0515 -2.3306  0.052
H: 4.3990 -2.1752 -2.6546  0.066
H: -2.7659 3.9333 -2.7679  0.116
C: 2.5663 -1.7906 -1.5805  -0.629
C: 1.0488 -2.9724 3.0943  -0.118
Br: 0.9743 -4.5631 -2.5433  0.488
H: -2.4606 -3.8186 1.3968  0.056
H: -4.1959 1.3860 0.3296  0.110
H: 3.4603 -3.4255 -5.9322  0.079
H: 1.9050 -3.2471 -0.0573  0.050
H: 3.9454 -3.4453 -1.5255  0.055
H: 0.0334 7.1349 2.2417  0.066
H: 1.3005 -2.8230 -6.8206  0.088
H: 0.6027 -3.8092 -5.5408  0.074
H: -0.5310 -0.4748 -4.6919  0.074
C: -0.3624 -0.2233 -3.6271  -0.101
H: 4.5364 -2.0768 -0.7865  0.113
H: 2.7491 -1.7572 0.6367  0.118
C: 1.9574 -2.3134 -4.7420  -0.603
C: 2.6060 0.2952 3.7391  -0.644
H: 0.6533 5.7766 5.3021  0.116
C: 1.4493 0.4413 4.7625  -0.217
C: 3.9422 -2.4019 -1.6962  -0.112
C: -0.5551 7.0395 3.1396  -0.030

Calculated values
ΔE to the lowest compared entry with this formula, charge and spin, kJ/mol: 0.0
Calculated total energy, eV: -198709.768
Highest occupied orbital energy (alpha / beta), eV: -5.51 / -5.62
LUMO (alpha / beta), eV: 2.06 / 2.06
Charge: -1
Multiplicity: 3

---

Entry 4:
The following is a quantum chemistry calculation of the ion C6H9N4 with charge +1 in a non-equilibrium geometry, from the OMol25 dataset.

Each line ends with the Löwdin charge.
Geometry (Å):
H: -1.5085 -1.5006 2.4102  0.176
C: -0.4707 1.8898 0.4426  -0.068
H: -0.4655 2.9250 0.6611  0.156
H: -1.3847 1.2132 2.2953  0.199
H: 1.6899 1.1547 -1.8057  0.096
H: 1.6800 -1.1381 -1.3824  0.133
H: -0.1113 -1.7258 -1.7065  0.140
H: 1.1045 2.9397 -1.5532  0.146
C: -0.6449 -0.2659 0.8798  -0.191
N: 0.4166 -2.5202 -0.0247  0.061
N: -0.9616 1.0506 1.3614  0.184
C: 0.8693 1.8387 -1.7061  0.072
H: 0.2247 1.6345 -2.4363  0.061
N: -0.8627 -1.4060 1.6014  0.100
N: 0.1668 1.2988 -0.5327  -0.034
C: -0.2141 -2.5243 1.0386  -0.193
C: 0.6582 -1.3723 -0.9453  -0.085
H: -0.2376 -3.3956 1.6851  0.135
C: 0.0518 -0.0961 -0.2825  -0.089

Calculated values
ΔE to the lowest compared entry with this formula, charge and spin, kJ/mol: 194.5
Calculated total energy, eV: -12320.618
Highest occupied orbital energy, eV: -12.34
LUMO, eV: -2.92
Charge: +1
SMILES: C[n+]1c[nH]c2c1CN=CN2

---

Which value of ΔE to the lowest compared entry with this formula, charge and spin does entry 3 give?
0.0 kJ/mol

---

Which value of calculated total energy does entry 1 give?
-207138.352 eV

---

Which value of ΔE to the lowest compared entry with this formula, charge and spin does entry 2 give?
815.0 kJ/mol

---

Repeat the fourth record exactly.
The following is a quantum chemistry calculation of the ion C6H9N4 with charge +1 in a non-equilibrium geometry, from the OMol25 dataset.

Each line ends with the Löwdin charge.
Geometry (Å):
H: -1.5085 -1.5006 2.4102  0.176
C: -0.4707 1.8898 0.4426  -0.068
H: -0.4655 2.9250 0.6611  0.156
H: -1.3847 1.2132 2.2953  0.199
H: 1.6899 1.1547 -1.8057  0.096
H: 1.6800 -1.1381 -1.3824  0.133
H: -0.1113 -1.7258 -1.7065  0.140
H: 1.1045 2.9397 -1.5532  0.146
C: -0.6449 -0.2659 0.8798  -0.191
N: 0.4166 -2.5202 -0.0247  0.061
N: -0.9616 1.0506 1.3614  0.184
C: 0.8693 1.8387 -1.7061  0.072
H: 0.2247 1.6345 -2.4363  0.061
N: -0.8627 -1.4060 1.6014  0.100
N: 0.1668 1.2988 -0.5327  -0.034
C: -0.2141 -2.5243 1.0386  -0.193
C: 0.6582 -1.3723 -0.9453  -0.085
H: -0.2376 -3.3956 1.6851  0.135
C: 0.0518 -0.0961 -0.2825  -0.089

Calculated values
ΔE to the lowest compared entry with this formula, charge and spin, kJ/mol: 194.5
Calculated total energy, eV: -12320.618
Highest occupied orbital energy, eV: -12.34
LUMO, eV: -2.92
Charge: +1
SMILES: C[n+]1c[nH]c2c1CN=CN2